Below is a molecular structure, C24H69BaHgN3O23S2, with properties calculated with ωB97M-V/def2-TZVPD.

Geometry (Å):
Ba: -6.22 2.35 17.62
Hg: -6.05 1.81 11.88
S: -7.99 2.32 14.09
O: -7.45 2.49 15.42
O: -7.36 3.35 13.23
O: -7.64 1.08 13.40
O: -9.45 2.50 14.06
S: -3.78 1.45 14.63
O: -4.43 1.54 15.92
O: -3.13 0.14 14.50
O: -4.76 1.68 13.57
O: -2.57 2.32 14.52
C: -9.75 5.77 12.17
C: -11.24 5.50 12.02
O: -11.69 4.31 12.63
O: -8.90 4.83 11.53
H: -9.57 5.76 13.25
H: -9.50 6.78 11.83
H: -11.43 5.52 10.94
H: -11.81 6.26 12.55
H: -10.99 3.65 12.54
H: -8.47 4.29 12.22
C: -9.72 -1.90 11.87
C: -9.18 -1.66 13.30
O: -7.75 -1.60 13.24
O: -9.67 -0.65 11.18
H: -10.76 -2.20 11.98
H: -9.13 -2.62 11.33
H: -9.38 -2.48 14.00
H: -9.63 -0.77 13.74
H: -7.47 -0.71 13.54
H: -10.26 -0.02 11.64
C: -3.00 5.31 15.65
C: -4.12 5.49 16.68
O: -5.19 4.55 16.43
O: -2.16 4.31 16.18
H: -2.52 6.30 15.72
H: -3.43 5.13 14.67
H: -4.59 6.49 16.62
H: -3.75 5.39 17.69
H: -5.56 4.81 15.57
H: -2.17 3.54 15.54
C: -12.47 0.83 13.38
C: -12.37 0.58 14.86
O: -11.99 1.65 15.70
O: -11.27 1.18 12.67
H: -13.25 1.57 13.18
H: -12.83 -0.11 12.94
H: -11.65 -0.25 14.95
H: -13.33 0.23 15.23
H: -11.16 2.01 15.37
H: -10.56 1.50 13.30
C: -5.49 6.01 12.55
C: -4.70 4.93 11.83
O: -5.58 4.05 11.07
O: -5.86 5.62 13.86
H: -6.37 6.40 12.04
H: -4.82 6.86 12.69
H: -4.12 4.35 12.55
H: -3.98 5.39 11.15
H: -6.00 4.60 10.39
H: -6.54 4.92 13.77
C: -9.09 5.40 16.48
C: -9.47 6.86 16.33
O: -8.38 7.67 16.80
O: -10.08 4.52 16.01
H: -8.90 5.24 17.55
H: -8.16 5.13 15.97
H: -10.33 7.03 16.98
H: -9.69 7.22 15.32
H: -8.71 8.58 16.78
H: -9.69 4.00 15.30
C: -9.22 2.17 8.44
C: -7.97 1.64 9.12
C: -6.74 2.22 8.39
O: -6.58 1.64 7.11
C: -5.62 2.32 6.36
N: -8.00 2.03 10.54
H: -9.27 1.71 7.45
H: -9.13 3.26 8.39
H: -10.12 1.88 8.98
H: -7.92 0.56 9.05
H: -5.79 1.92 8.87
H: -6.81 3.31 8.41
H: -4.63 2.32 6.84
H: -5.82 3.34 6.03
H: -5.37 1.72 5.48
H: -8.65 1.36 10.98
H: -8.62 2.82 10.73
C: -4.31 -1.52 11.54
C: -5.31 -1.27 10.41
C: -5.95 -2.57 9.96
O: -6.85 -2.26 8.91
C: -7.72 -3.34 8.62
N: -6.39 -0.40 11.02
H: -4.84 -1.90 12.42
H: -3.79 -0.62 11.86
H: -3.63 -2.34 11.28
H: -4.89 -0.70 9.58
H: -6.41 -3.09 10.81
H: -5.20 -3.28 9.59
H: -7.27 -3.97 7.85
H: -8.57 -2.95 8.06
H: -8.04 -3.87 9.52
H: -6.69 -1.00 11.80
H: -7.12 -0.58 10.33
C: -10.75 0.70 18.79
C: -9.25 0.90 18.56
C: -8.81 -0.02 17.43
O: -7.38 -0.10 17.35
C: -6.86 -0.95 16.35
N: -8.91 2.29 18.20
H: -11.08 1.35 19.60
H: -10.95 -0.33 19.11
H: -11.31 0.79 17.86
H: -8.85 0.62 19.54
H: -9.19 0.27 16.44
H: -9.19 -1.04 17.57
H: -7.54 -1.73 16.00
H: -6.00 -1.49 16.75
H: -6.55 -0.44 15.44
H: -9.44 2.92 18.80
H: -9.32 2.49 17.28

**HOMO energy**: -0.2643 hartree
**LUMO level**: -0.578 eV
**Total energy**: -3825.95221 a.u.


Below is a molecular structure, C13H26IrNO4P2, with properties calculated with ωB97M-V/def2-TZVPD.

Geometry (Å):
Ir: 0.00 0.06 0.93
P: -2.20 0.21 0.37
C: -2.14 0.66 -1.35
C: -0.90 1.17 -1.79
N: 0.22 0.96 -0.99
C: 1.45 1.31 -1.41
C: 1.62 2.03 -2.59
C: 0.52 2.31 -3.38
C: -0.74 1.88 -3.01
C: 2.62 0.93 -0.55
P: 2.12 -0.53 0.49
H: -1.64 2.06 -3.59
H: 2.64 2.34 -2.84
H: 0.64 2.90 -4.29
H: 3.51 0.69 -1.15
H: 2.90 1.72 0.16
H: -2.17 -1.40 -2.94
H: -3.04 0.83 -1.95
H: -0.77 -3.48 -1.78
O: -1.95 -2.35 -3.05
H: -2.48 -2.57 -3.85
H: -0.02 -1.55 0.78
O: -0.52 -3.83 -0.90
H: 0.41 -3.55 -0.81
C: 2.65 -1.91 -0.54
H: 3.70 -1.80 -0.85
H: 2.55 -2.81 0.08
H: 2.02 -1.98 -1.43
C: 3.38 -0.48 1.77
H: 3.28 -1.42 2.33
H: 4.40 -0.41 1.34
H: 3.18 0.38 2.41
C: -2.96 1.59 1.28
H: -3.94 1.76 0.82
H: -3.08 1.32 2.34
H: -2.31 2.46 1.17
C: -3.32 -1.17 0.61
H: -3.48 -1.29 1.69
H: -4.28 -0.92 0.12
H: -2.88 -2.08 0.18
C: 0.20 0.26 4.04
C: 0.09 1.62 3.38
O: -0.24 2.60 4.04
O: 0.36 1.69 2.05
H: 0.18 0.41 5.12
H: 1.12 -0.27 3.77
H: -0.68 -0.36 3.79

**HOMO energy (alpha / beta)**: -0.6792 / -0.6961 hartree
**LUMO level (alpha / beta)**: -9.995 / -14.670 eV
**Multiplicity**: 6
**Total energy**: -1652.49620 a.u.
**Charge**: +3


Below is 6 unconnected molecules or ions with the total composition C18H43BrN5O7S, with properties calculated with ωB97M-V/def2-TZVPD.

Geometry (Å):
C: -2.11 -0.10 1.07
C: -3.40 0.64 0.81
O: -4.37 0.14 1.78
C: -5.64 0.46 1.48
S: -6.14 -0.68 0.06
O: -7.30 -1.55 0.74
Br: -7.30 0.58 -1.18
H: -2.04 -0.26 2.14
H: -1.25 0.48 0.74
H: -2.12 -1.07 0.60
H: -3.78 0.44 -0.20
H: -3.31 1.72 0.91
H: -5.82 1.48 1.15
H: -6.32 0.17 2.28
H: -6.97 -2.45 0.92
C: -0.96 3.42 0.54
O: -1.28 2.59 -0.30
N: 0.16 4.14 0.50
C: 0.49 5.12 1.52
C: 1.10 3.95 -0.60
H: -1.59 3.65 1.42
H: 0.59 6.12 1.09
H: 1.42 4.87 2.02
H: -0.31 5.14 2.27
H: 0.61 4.15 -1.55
H: 1.45 2.92 -0.62
H: 1.95 4.62 -0.48
C: -11.24 -3.78 4.10
O: -10.40 -4.16 4.89
N: -10.93 -3.09 2.98
C: -11.94 -2.64 2.03
C: -9.53 -2.79 2.75
H: -12.32 -3.98 4.21
H: -11.77 -3.07 1.04
H: -11.94 -1.56 1.94
H: -12.92 -2.97 2.38
H: -8.96 -3.71 2.69
H: -9.13 -2.21 3.58
H: -9.44 -2.22 1.83
C: 4.22 3.16 -2.20
O: 3.81 4.23 -1.80
N: 5.32 2.54 -1.72
C: 5.78 1.26 -2.23
C: 6.07 3.19 -0.67
H: 3.73 2.60 -3.01
H: 5.78 0.51 -1.44
H: 6.79 1.36 -2.63
H: 5.11 0.93 -3.02
H: 5.46 3.34 0.22
H: 6.43 4.17 -0.99
H: 6.93 2.57 -0.42
C: 9.95 0.57 -2.54
O: 9.11 1.41 -2.80
N: 10.18 0.07 -1.31
C: 11.20 -0.93 -1.07
C: 9.38 0.56 -0.20
H: 10.60 0.14 -3.32
H: 10.77 -1.84 -0.65
H: 11.95 -0.55 -0.37
H: 11.69 -1.17 -2.00
H: 8.32 0.36 -0.37
H: 9.51 1.64 -0.09
H: 9.71 0.07 0.71
C: 0.93 -2.65 -0.65
O: 0.11 -1.89 -0.16
N: 0.63 -3.62 -1.53
C: 1.64 -4.49 -2.09
C: -0.75 -3.78 -1.94
H: 2.00 -2.60 -0.40
H: 1.69 -4.40 -3.18
H: 1.43 -5.54 -1.85
H: 2.61 -4.23 -1.68
H: -1.13 -2.87 -2.40
H: -1.39 -4.01 -1.08
H: -0.82 -4.60 -2.65

**HOMO energy**: -0.3860 hartree
**LUMO level**: -4.714 eV
**Total energy**: -4483.99968 a.u.
**Charge**: +1


Below is C3H3N3O in the gas phase, with properties calculated with ωB97M-V/def2-TZVPD.

Geometry (Å):
H: -2.53 0.11 -0.01
N: -1.91 -0.65 -0.07
C: -0.73 -0.26 0.05
C: -0.19 1.17 0.06
N: 1.02 1.15 -0.04
C: 1.54 -0.15 -0.02
O: 2.70 -0.44 -0.02
N: 0.48 -0.96 0.10
H: -0.94 2.01 0.02
H: 0.57 -1.99 -0.07

**HOMO energy**: -0.3757 hartree
**Structure (SMILES)**: [H]/N=C1\C=NC(=O)N1
**LUMO level**: -0.557 eV
**Total energy**: -355.61233 a.u.
**Energy relative to the best compared isomer or geometry (same formula, charge and spin)**: 72.3 kJ/mol